Record 1
# C33H48N9OS2Sc

C33H48N9OS2Sc as an isolated structure in a non-equilibrium geometry (wB97M-V/def2-TZVPD, the Open Molecules 2025 dataset).

Structure (ORCA input):
```
! wB97M-V def2-TZVPD RIJCOSX def2/J DEFGRID3
* xyz 0 1
Sc 0.036 0.398 -0.164
C 0.778 2.108 -5.338
S 0.419 0.382 -4.917
C -0.517 0.530 -3.418
S -0.773 1.987 -2.643
N -1.068 -0.608 -3.057
N -1.352 -0.796 -1.784
C -2.279 -1.647 -1.457
C -2.470 -1.957 -0.073
C -3.496 -2.818 0.361
C -3.591 -3.135 1.697
C -2.677 -2.572 2.583
C -1.719 -1.707 2.077
N -1.600 -1.402 0.796
H 0.436 2.291 -6.352
H 1.847 2.284 -5.259
H 0.233 2.722 -4.621
H -2.915 -2.114 -2.209
H -4.200 -3.221 -0.352
H -4.360 -3.806 2.054
H -2.720 -2.785 3.641
H -0.991 -1.251 2.731
C -3.495 1.252 -0.301
N -2.174 1.408 0.300
C -2.023 2.325 1.195
C -0.837 2.442 1.953
C -0.527 3.371 2.959
C 0.731 3.029 3.427
C 1.124 1.914 2.688
N 0.192 1.536 1.802
C -4.370 2.478 -0.387
C -4.122 3.417 -1.382
C -4.965 4.501 -1.553
C -6.067 4.662 -0.727
C -6.299 3.754 0.292
C -5.454 2.669 0.463
H -4.022 0.472 0.268
H -3.344 0.869 -1.314
H -2.823 3.041 1.424
H -1.161 4.168 3.306
H 1.304 3.529 4.188
H 2.058 1.382 2.795
H -3.271 3.271 -2.032
H -4.780 5.216 -2.342
H -6.755 5.478 -0.890
H -7.153 3.887 0.943
H -5.651 1.953 1.250
C 3.693 1.224 -0.143
C 2.625 2.106 -0.834
C 2.610 3.488 -0.145
C 3.003 2.297 -2.319
O 1.388 1.502 -0.756
H 4.702 1.557 -0.386
H 3.558 0.188 -0.456
H 3.561 1.288 0.935
H 3.592 3.957 -0.201
H 2.322 3.370 0.897
H 1.879 4.134 -0.626
H 4.007 2.702 -2.427
H 2.289 2.977 -2.776
H 2.938 1.342 -2.838
C 1.376 -1.326 4.358
C 2.481 -2.041 3.577
N 1.982 -2.941 2.549
C 1.956 -4.352 2.869
C 0.689 -4.789 3.610
C 1.407 -2.443 1.418
C 0.838 -3.421 0.429
N 1.347 -1.200 1.121
H 1.806 -0.820 5.218
H 0.640 -2.044 4.711
H 0.869 -0.583 3.746
H 3.076 -2.640 4.268
H 3.156 -1.307 3.120
H 2.829 -4.576 3.489
H 2.055 -4.928 1.948
H 0.670 -4.395 4.623
H 0.657 -5.874 3.664
H -0.199 -4.437 3.090
H 1.638 -4.013 -0.013
H 0.358 -2.849 -0.359
H 0.112 -4.089 0.884
H 1.807 -0.599 1.799
C 4.206 -1.426 -3.557
N 2.808 -1.784 -3.516
C 2.337 -2.746 -4.483
C 2.050 -1.395 -2.535
N 1.387 -1.054 -1.654
H 4.463 -1.047 -4.550
H 4.834 -2.300 -3.344
H 4.412 -0.652 -2.820
H 2.620 -2.425 -5.486
H 1.253 -2.811 -4.433
H 2.773 -3.731 -4.289
*
```

**Energy relative to the best compared isomer or geometry (same formula, charge and spin)**: 69.7 kJ/mol

=====

Record 2
# C33H49AsGaIN2O2S2

C33H49AsGaIN2O2S2 as an isolated structure in a non-equilibrium geometry (wB97M-V/def2-TZVPD, the Open Molecules 2025 dataset).

Structure (ORCA input):
```
! wB97M-V def2-TZVPD RIJCOSX def2/J DEFGRID3
* xyz 2 1
Ga -0.149 0.850 0.297
I -2.977 0.078 0.098
C -3.307 2.203 -0.096
C -4.585 2.580 -0.392
C -4.903 3.943 -0.449
C -3.948 4.878 -0.165
C -2.621 4.498 0.129
C -1.640 5.469 0.422
C -0.348 5.111 0.686
C 0.022 3.758 0.634
C -0.898 2.772 0.364
C -2.252 3.113 0.133
H -5.350 1.842 -0.580
H -5.911 4.234 -0.697
H -4.189 5.931 -0.160
H -1.928 6.510 0.429
H 0.394 5.861 0.916
H 1.057 3.489 0.814
C 5.078 1.740 3.061
C 5.470 0.749 1.972
C 4.251 0.067 1.364
S 3.336 1.318 0.389
O 1.853 0.874 0.516
C 3.857 0.844 -1.299
C 3.735 -0.633 -1.682
C 5.078 -1.317 -1.925
H 5.960 2.150 3.538
H 4.492 1.238 3.826
H 4.500 2.568 2.657
H 6.127 -0.011 2.400
H 6.036 1.255 1.187
H 3.571 -0.290 2.137
H 4.520 -0.763 0.719
H 4.888 1.194 -1.361
H 3.244 1.469 -1.949
H 3.155 -0.696 -2.605
H 3.170 -1.173 -0.917
H 5.657 -0.755 -2.653
H 4.913 -2.315 -2.326
H 5.674 -1.413 -1.020
C -1.452 -2.524 3.374
C -0.211 -1.725 3.752
As -0.224 0.057 2.873
C 1.178 1.113 3.788
C 1.531 0.635 5.193
C -1.889 0.888 3.536
C -1.921 1.230 5.021
H -1.418 -3.519 3.814
H -1.532 -2.632 2.289
H -2.354 -2.029 3.737
H 0.701 -2.255 3.457
H -0.173 -1.548 4.829
H 0.795 2.141 3.809
H 2.071 1.120 3.158
H 0.653 0.602 5.838
H 2.246 1.323 5.641
H 1.980 -0.360 5.171
H -2.715 0.210 3.305
H -2.039 1.803 2.949
H -1.801 0.338 5.637
H -2.884 1.677 5.269
H -1.149 1.954 5.285
C 1.421 -4.320 -0.781
C 0.217 -3.492 -1.212
C 0.388 -3.038 -2.667
N -0.664 -2.137 -3.096
C -0.754 -0.875 -2.742
S 0.512 -0.142 -1.831
N -1.791 -0.103 -3.106
C -3.126 -0.468 -3.503
O -4.011 0.174 -3.004
C -3.293 -1.539 -4.486
C -4.479 -2.282 -4.443
C -4.739 -3.227 -5.416
C -3.838 -3.428 -6.452
C -2.665 -2.687 -6.507
C -2.382 -1.750 -5.531
H 1.334 -4.596 0.267
H 2.341 -3.754 -0.914
H 1.488 -5.231 -1.371
H 0.131 -2.608 -0.569
H -0.702 -4.074 -1.113
H 0.377 -3.902 -3.331
H 1.349 -2.530 -2.775
H -1.412 -2.519 -3.667
H -1.775 0.839 -2.718
H -5.177 -2.105 -3.639
H -5.654 -3.795 -5.377
H -4.056 -4.151 -7.222
H -1.979 -2.829 -7.328
H -1.486 -1.148 -5.605
*
```

**Energy relative to the best compared isomer or geometry (same formula, charge and spin)**: 121.3 kJ/mol

=====

Record 3
# C33H49BFKN6O12S

C33H49BFKN6O12S as an isolated structure in a non-equilibrium geometry (wB97M-V/def2-TZVPD, the Open Molecules 2025 dataset).

Structure (ORCA input):
```
! wB97M-V def2-TZVPD RIJCOSX def2/J DEFGRID3
* xyz 0 1
C 8.516 -1.932 0.059
C 8.996 -1.682 1.484
C 7.858 -1.686 2.521
C 6.728 -0.710 2.220
C 5.515 -0.886 3.148
C 4.226 -0.582 2.274
C 2.832 -1.155 2.854
C 2.111 -2.080 1.909
N 1.379 -1.462 0.790
C 2.004 -1.575 -0.524
C 2.966 -0.423 -0.790
O 2.986 0.535 -0.065
N 3.807 -0.604 -1.876
C 3.105 -0.869 -3.119
C 4.822 -1.637 -1.567
C 0.233 -0.909 0.938
N -0.563 -0.440 -0.079
S -0.031 0.975 -0.892
C -1.278 -1.436 -0.869
O -2.598 -1.111 -0.722
C -3.488 -1.732 -1.615
O -4.596 -1.960 -0.849
C -5.568 -2.829 -1.381
C -6.886 -2.201 -1.058
O -7.898 -3.161 -1.318
N -0.330 -0.898 2.246
F -1.440 -1.760 2.057
B -0.858 0.422 2.684
N -2.142 0.512 3.236
O 0.033 1.485 2.541
H 9.279 -2.350 -0.567
H 8.233 -0.994 -0.398
H 7.656 -2.577 0.012
H 9.500 -0.730 1.528
H 9.667 -2.478 1.755
H 7.422 -2.677 2.537
H 8.239 -1.477 3.514
H 7.059 0.318 2.246
H 6.423 -0.882 1.210
H 5.493 -1.860 3.610
H 5.666 -0.123 3.947
H 4.131 0.515 2.206
H 4.377 -1.008 1.309
H 3.084 -1.761 3.733
H 2.212 -0.324 3.232
H 2.855 -2.740 1.506
H 1.426 -2.703 2.454
H 1.300 -1.664 -1.332
H 2.593 -2.476 -0.532
H 2.580 -1.823 -3.134
H 3.799 -0.868 -3.940
H 2.370 -0.103 -3.315
H 4.869 -1.820 -0.499
H 5.785 -1.289 -1.877
H 4.657 -2.559 -2.101
H -1.126 1.728 -0.705
H -0.960 -1.378 -1.908
H -1.044 -2.442 -0.523
H -3.094 -2.660 -2.024
H -3.698 -1.032 -2.420
H -5.500 -2.945 -2.455
H -5.535 -3.814 -0.936
H -7.056 -1.375 -1.734
H -6.891 -1.854 -0.038
H -8.574 -3.095 -0.648
H -2.911 0.522 2.572
H -2.207 1.387 3.740
H 0.496 1.602 3.370
C -5.589 -0.604 2.683
C -6.139 0.383 3.748
O -6.470 -0.092 4.850
O -6.173 1.566 3.337
H -5.553 -1.629 3.059
H -6.230 -0.576 1.799
H -4.581 -0.303 2.386
K 3.758 0.727 4.049
C -5.632 6.897 0.579
C -5.950 5.781 1.346
C -5.725 4.507 0.856
C -5.185 4.350 -0.416
C -4.881 5.472 -1.197
C -5.100 6.745 -0.689
C -4.339 5.326 -2.575
O -4.064 6.293 -3.256
C -4.140 3.944 -3.112
C -3.684 3.779 -4.414
C -3.484 2.508 -4.920
C -3.732 1.393 -4.123
C -4.190 1.553 -2.828
C -4.403 2.827 -2.321
C -4.929 2.975 -0.926
O -5.137 2.003 -0.243
H -5.805 7.890 0.973
H -6.375 5.903 2.333
H -5.964 3.632 1.455
H -4.855 7.609 -1.290
H -3.492 4.650 -5.024
H -3.136 2.382 -5.936
H -3.573 0.399 -4.522
H -4.394 0.695 -2.199
N 9.040 -3.848 -2.777
O 8.442 -3.055 -3.547
O 8.420 -4.373 -1.817
O 10.233 -4.108 -2.957
*
```

=====

no.,orbital gap (eV),HOMO (eV)
1,6.80,-6.92
2,7.40,-12.93
3,3.05,-6.35